Density functional theory data (wB97M-V/def2-TZVPD) for C25H29N3O4S in the gas phase in a non-equilibrium geometry.

XYZ file:
```
62
Properties=species:S:1:pos:R:3:lowdin_charge:R:1
C 3.3014 -3.0963 -3.1762 -0.09
H 2.9371 -2.8611 -2.1708 0.09
O 2.6913 -4.2560 -3.6898 -0.08
C 1.3417 -4.2554 -3.8636 -0.27
C 0.5044 -3.1924 -3.5539 0.03
C -0.8660 -3.2936 -3.7678 -0.21
C -1.4022 -4.4586 -4.2893 -0.06
C -0.5659 -5.5193 -4.6052 -0.08
C 0.7926 -5.4254 -4.3940 -0.01
H 1.4558 -6.2415 -4.6323 0.12
H -0.9810 -6.4269 -5.0171 0.10
H -2.4662 -4.5381 -4.4563 0.10
C -1.7380 -2.1269 -3.3790 -0.12
N -1.7211 -1.9184 -1.9431 0.08
C -0.9851 -0.9504 -1.3547 -0.48
O -0.3466 -0.1329 -1.9863 0.06
C -1.0844 -0.9347 0.1670 -0.24
C 0.1766 -0.3122 0.7660 -0.14
C 0.0437 -0.1469 2.2750 -0.15
C -1.1678 0.7237 2.6057 -0.32
C -2.4274 0.0451 2.0697 -0.15
C -2.3228 -0.1152 0.5550 -0.14
H -3.2217 -0.5990 0.1655 0.12
H -2.2458 0.8716 0.0928 0.13
H -2.5476 -0.9336 2.5402 0.12
H -3.3053 0.6461 2.3124 0.12
C -1.2681 1.0197 4.1078 -0.20
N -0.2712 1.9394 4.6018 -0.12
S -0.5080 3.5485 4.2855 0.65
O 0.4463 4.2841 5.0561 -0.28
O -1.9031 3.8302 4.4681 -0.29
C -0.1277 3.8269 2.5436 -0.21
C -1.0010 4.5502 1.7841 -0.04
C -0.7154 4.8213 0.4356 -0.05
C 0.4510 4.3755 -0.1228 -0.01
C 1.3767 3.6360 0.6421 -0.15
C 2.5969 3.1531 0.1251 0.00
C 3.4358 2.4440 0.9413 -0.04
C 3.0339 2.1961 2.2650 -0.12
N 1.9071 2.6113 2.7755 0.10
C 1.0821 3.3460 2.0051 -0.22
H 3.6637 1.6166 2.9285 0.12
H 4.3808 2.0647 0.5856 0.10
H 2.8477 3.3485 -0.9078 0.12
H 0.6836 4.5807 -1.1577 0.12
H -1.4222 5.3869 -0.1521 0.11
H -1.9140 4.8954 2.2437 0.12
H 0.6912 1.7023 4.4036 0.08
H -1.1967 0.0923 4.6844 0.13
H -2.2255 1.4971 4.3276 0.11
H -1.0617 1.6828 2.0888 0.12
H -0.0770 -1.1269 2.7443 0.13
H 0.9535 0.3051 2.6720 0.09
H 0.3395 0.6604 0.2968 0.11
H 1.0388 -0.9402 0.5296 0.12
H -1.1991 -1.9583 0.5404 0.15
H -2.1581 -2.6261 -1.3746 0.15
H -2.7689 -2.2877 -3.7056 0.12
H -1.3556 -1.2037 -3.8232 0.13
H 0.8902 -2.2706 -3.1480 0.11
H 4.3661 -3.3197 -3.1306 0.09
H 3.1389 -2.2335 -3.8295 0.10
```

Summary:
- LUMO level (eV) = -0.38
- E_tot (eV) = -49892.137
- HOMO level (eV) = -8.68
- Kohn-Sham gap (eV) = 8.30
- multiplicity = 1
- energy above the lowest of the compared OMol25 structures with the same formula, charge and spin (kcal per mole) = 35.1
- SMILES = COc1cccc(CNC(=O)[C@H]2CC[C@H](CNS(=O)(=O)c3cccc4cccnc34)CC2)c1